Entry 1:
Formula: C27H35N5O3P2Zn
Source: OMol25
Level of theory: ωB97M-V/def2-TZVPD

```
! RIJCOSX wB97M-V def2-TZVPD def2/J DEFGRID3
* xyz 0 1
H -0.557 -1.784 3.670
H -2.386 -3.258 3.083
N -1.672 3.722 0.448
C -0.684 -1.276 -4.288
H -1.580 -1.429 -4.885
H -1.234 -3.919 0.431
H -1.835 2.746 -1.990
H 1.958 -5.176 2.178
H 1.918 -1.984 -2.312
H -0.053 -0.608 1.395
C -5.136 1.257 0.012
C 0.760 -2.395 0.477
O 4.443 -3.956 4.691
N -2.894 1.450 0.294
H 0.195 2.548 -3.244
C -2.551 4.532 -0.277
Zn 3.072 0.128 3.696
P 1.586 0.994 -1.920
H 1.700 1.225 -5.051
C 3.845 2.355 -2.825
C -1.473 -3.227 2.467
C 0.340 -1.590 1.724
H -3.159 4.134 -1.075
C 1.092 -1.598 -2.905
O 2.658 -2.767 4.224
C -1.125 1.992 -1.617
C 1.672 -0.636 4.965
H -0.311 4.099 2.075
H -3.839 2.349 -1.446
C -1.053 4.525 1.409
H -1.493 1.022 -1.982
C 3.634 2.354 -5.091
H 4.104 2.486 -1.781
C -3.399 0.738 1.392
N 2.688 1.631 -3.158
N 3.901 -2.847 4.516
H -0.255 -5.665 2.783
C -1.335 -4.309 1.447
H -2.719 0.389 2.165
C 0.138 -2.270 -3.658
C -4.770 0.604 1.236
H 0.878 -1.296 4.596
C -0.157 -0.039 -3.948
H -0.432 0.941 -4.308
N 0.899 -0.211 -3.049
H -0.268 -6.108 1.060
H 1.241 -1.314 2.298
H -3.035 6.672 -0.189
H 2.515 -3.670 0.246
P -1.220 1.966 0.227
H -5.445 0.116 1.929
H 1.429 -1.756 -0.111
C 1.180 -4.675 1.558
C -0.627 -2.234 2.671
H -1.299 6.661 1.912
C -2.487 5.829 0.210
H -2.258 -4.894 1.496
C -3.972 1.777 -0.536
H -0.105 -2.514 -0.192
H 0.040 -3.352 -3.742
C 4.445 2.798 -3.992
C 2.548 1.679 -4.554
O 4.577 -1.746 4.634
H 5.371 3.356 -4.062
H 1.228 0.261 5.396
C 0.279 2.312 -2.168
H 0.676 3.214 -1.670
C 1.541 -3.641 0.781
H 2.283 -1.124 5.751
H 3.825 2.517 -6.145
C -0.171 -5.265 1.758
H -6.121 1.339 -0.426
C -1.556 5.817 1.293
*
```

Properties
LUMO = -2.8427 eV
gap between HOMO and LUMO = 5.5 eV
E_tot = -109145.5909 eV

Entry 2:
Formula: H4NPS
Source: OMol25
Level of theory: ωB97M-V/def2-TZVPD

```
! RIJCOSX wB97M-V def2-TZVPD def2/J DEFGRID3
* xyz 0 1
H -1.369 -0.069 -1.101
P 2.432 -1.554 -0.001
N -1.963 0.183 -0.303
H -1.229 0.701 0.181
H 1.545 1.004 0.366
H -2.163 -0.557 0.367
S 2.747 0.291 0.489
*
```

Properties
LUMO = -1.3717 eV
gap between HOMO and LUMO = 6.7 eV
energy relative to the best compared isomer or geometry (same formula, charge and spin) = 46.69 kcal per mole
E_tot = -21676.9845 eV

Entry 3:
Formula: C17H11BBrF4N2O2Os
Source: OMol25
Level of theory: ωB97M-V/def2-TZVPD

```
! RIJCOSX wB97M-V def2-TZVPD def2/J DEFGRID3
* xyz 1 1
O 0.612 0.049 1.379
Os 0.464 0.162 -0.417
C -2.385 3.935 0.798
C 3.888 -2.345 -0.800
H 3.448 -0.233 -0.799
C 0.074 0.903 2.335
C -0.332 -2.540 -0.773
C -0.980 3.142 2.573
C -2.289 -1.094 -0.717
N 1.726 -1.378 -0.777
Br -2.049 5.739 2.963
C -1.775 4.133 2.039
F 0.435 4.117 -1.949
B 1.515 3.858 -1.227
F 1.461 4.047 0.093
H 1.466 -4.708 -0.848
C -2.533 -3.484 -0.764
C -0.895 -1.240 -0.696
C 3.060 -1.242 -0.792
C -0.789 1.988 1.826
H -4.176 -2.104 -0.725
N -2.215 2.820 0.098
H -3.021 4.695 0.363
F 2.694 3.742 -1.815
C -3.100 -2.216 -0.734
H -1.362 0.985 -0.029
C -1.152 -3.649 -0.797
H 3.935 -4.490 -0.795
C 1.930 -3.732 -0.821
O 0.321 0.720 3.478
C 3.312 -3.606 -0.806
H -0.735 -4.646 -0.846
H -3.173 -4.357 -0.772
H -2.749 -0.115 -0.721
C -1.427 1.898 0.607
H 4.960 -2.212 -0.794
H -0.507 3.249 3.540
C 1.145 -2.599 -0.796
F 1.200 1.809 -1.082
*
```

Properties
LUMO = -5.8241 eV
gap between HOMO and LUMO = 6.7 eV
energy relative to the best compared isomer or geometry (same formula, charge and spin) = 25.42 kcal per mole
E_tot = -108936.0573 eV

Entry 4:
Formula: C22H20N4O2PdSe2
Source: OMol25
Level of theory: ωB97M-V/def2-TZVPD

```
! RIJCOSX wB97M-V def2-TZVPD def2/J DEFGRID3
* xyz 0 1
C 0.509 1.183 2.338
H -2.118 -3.673 -1.783
C -1.823 -1.714 3.774
H 0.268 1.484 5.013
C 0.890 2.253 4.575
C -1.574 3.175 -2.940
C -2.402 -3.749 -0.736
C 3.775 -0.908 -2.680
C 4.930 -1.223 -1.979
O 0.777 1.241 1.067
C -1.762 -2.625 0.046
N -1.562 1.358 -1.387
H -4.687 2.482 -1.813
C -1.984 -2.560 1.408
C 2.479 4.207 3.410
C 2.618 -0.687 -1.946
C -3.616 2.424 -1.945
C 3.672 -1.036 0.040
H 5.762 -1.518 -0.013
H -1.013 3.813 -3.608
Se 0.974 2.014 -2.266
C 1.111 2.235 3.199
H -3.357 0.753 -0.602
H 3.586 -1.067 1.120
H -2.494 -2.554 3.937
H -2.609 -3.333 1.832
C -0.933 2.192 -2.197
N -0.235 0.280 2.895
C 4.881 -1.285 -0.595
H 2.073 3.191 1.553
Se 0.960 -0.284 -2.832
C -2.947 3.295 -2.793
C 1.460 3.241 5.359
H 3.768 -0.829 -3.757
N -0.705 -0.615 1.947
H 5.856 -1.409 -2.507
H 1.284 3.249 6.427
O -1.061 -1.820 -0.665
H -3.489 -3.702 -0.656
H -0.917 -1.846 4.365
H -3.489 4.052 -3.344
H 2.701 4.994 5.394
H -2.290 -0.793 4.122
H -2.083 -4.717 -0.348
N 2.559 -0.753 -0.627
C 1.909 3.217 2.622
H 3.098 4.968 2.953
Pd -0.117 -0.268 0.121
C -1.473 -1.598 2.318
C -2.881 1.463 -1.268
C 2.256 4.221 4.779
*
```

Properties
LUMO = -0.4058 eV
gap between HOMO and LUMO = 6.6 eV
E_tot = -167365.6573 eV

Entry 5:
Formula: C5H10O2
Source: OMol25
Level of theory: ωB97M-V/def2-TZVPD

```
! RIJCOSX wB97M-V def2-TZVPD def2/J DEFGRID3
* xyz 0 1
O -1.006 -1.584 -1.886
C 0.480 0.684 -0.483
H 1.115 -0.863 1.993
O 1.227 -0.406 -0.960
C 1.471 1.608 0.216
H 0.969 2.456 0.695
C -1.612 -0.649 0.247
C -0.679 0.302 0.429
H 2.190 1.993 -0.512
H 2.029 1.045 0.973
H -2.378 -0.780 1.009
H -2.578 -2.262 -0.844
H 0.005 1.234 -1.318
H -0.775 0.897 1.339
H 0.644 -1.187 1.519
H 0.625 -0.932 -1.517
C -1.727 -1.557 -0.901
*
```

Properties
LUMO = -0.2674 eV
gap between HOMO and LUMO = 9.8 eV
energy relative to the best compared isomer or geometry (same formula, charge and spin) = 68.40 kcal per mole
E_tot = -9440.0769 eV

Entry 6:
Formula: C35H32As2IrN7O14
Source: OMol25
Level of theory: ωB97M-V/def2-TZVPD

```
! RIJCOSX wB97M-V def2-TZVPD def2/J DEFGRID3
* xyz 3 6
C -0.736 -5.504 0.343
C -0.795 -3.096 0.121
C 3.012 1.995 1.587
C 2.055 1.980 3.861
H -3.486 0.572 -1.879
H 4.401 -3.404 -4.798
N 1.900 6.217 -0.130
H 0.006 8.116 0.029
O 2.012 -0.891 -3.378
C 3.667 -2.455 0.088
C -3.650 0.922 1.448
H 4.681 3.252 1.281
H 1.943 0.399 -1.115
C -0.906 -2.029 -2.743
C 3.921 2.923 1.987
N -1.322 0.859 1.861
H -3.352 5.397 -0.969
H -3.807 -4.130 2.122
C -1.291 4.569 -0.937
H -3.587 -6.694 0.597
C 5.815 -2.789 0.719
N -3.169 0.536 0.167
C 0.841 1.057 1.928
C -4.995 1.437 1.626
H 5.562 -2.903 1.782
H -0.622 -1.281 -3.481
O 4.703 -3.317 -0.073
C 2.005 1.648 2.503
C 2.415 -2.915 -0.623
C -3.959 0.720 -0.917
H 6.599 -3.530 0.544
C -1.750 6.836 -0.463
C -0.393 7.110 -0.243
H 0.641 3.897 -0.215
C -1.680 3.159 -1.033
C 4.088 3.206 3.350
N 0.844 0.698 0.635
H -5.216 2.003 2.545
O -1.923 -2.537 2.254
C -5.804 1.471 0.537
H 3.179 -2.322 -5.344
H 3.792 1.607 -0.319
O 3.059 -2.873 -3.325
C -1.984 -2.824 1.057
H 2.212 -4.990 -2.444
C 0.018 4.723 -0.507
O -2.365 2.661 -1.961
H -1.995 -7.436 0.541
O -3.225 -3.118 0.484
H -5.930 1.000 -1.655
C 2.254 -1.939 -2.798
O -2.197 9.011 -0.225
C -2.658 -6.845 0.004
C 3.824 -2.513 -4.509
As -0.168 -1.645 -0.920
H 6.043 -1.791 0.483
N -0.275 1.011 2.627
C 3.187 2.602 4.296
Ir -1.133 0.370 -0.048
H -4.986 -4.115 0.741
C -4.262 -3.514 1.312
C 1.889 0.857 -0.173
C 1.445 -5.413 -1.840
O 2.620 5.221 -0.290
O -3.905 7.692 -0.841
C -5.258 1.062 -0.735
H -3.017 -7.210 -0.978
H -6.857 1.673 0.584
C -0.032 -4.198 0.188
H 1.326 1.550 4.552
H 4.792 3.957 3.630
N -2.679 7.884 -0.481
As 1.798 -4.707 0.023
H 0.498 -5.070 -2.281
H 3.414 2.736 5.360
O -1.107 2.491 -0.023
H -0.537 -3.043 -2.956
H 1.504 -6.513 -1.750
C -2.605 1.020 2.323
H -4.820 -2.637 1.719
O -1.991 -5.574 -0.224
H -2.747 1.088 3.406
H 4.498 -1.700 -4.329
N 2.979 1.466 0.269
H -1.987 -2.062 -2.601
O 3.726 -1.377 0.680
C 0.436 6.062 -0.331
O -0.241 -6.465 0.970
O 2.365 7.342 0.124
C 1.665 -2.259 -1.496
C -2.230 5.563 -0.912
*
```

Properties
LUMO (spin up / spin down) = -10.5950 / -12.1082 eV
gap between HOMO and LUMO (spin up / spin down) = 5.0 / 4.5 eV
expectation value of S² = 8.84
E_tot = -200383.7461 eV

Entry 7:
Formula: C21H29BFN4O11PS
Source: OMol25
Level of theory: ωB97M-V/def2-TZVPD

```
! RIJCOSX wB97M-V def2-TZVPD def2/J DEFGRID3
* xyz 0 1
N 2.058 -0.108 2.097
C -0.723 4.851 -1.198
H -3.136 0.905 -0.409
O 6.586 0.363 0.545
H -1.811 0.255 -4.004
C 4.227 -1.854 1.422
H -1.976 -7.027 -1.894
H 0.377 -1.518 0.879
C -0.253 3.360 0.559
N 4.155 -2.515 0.482
C -0.577 3.077 -3.777
O -1.869 1.044 -4.573
H -0.558 3.873 -4.589
C 3.392 0.106 2.045
C 4.095 1.340 1.585
O -0.843 -5.535 0.152
C 0.484 0.682 -3.866
H 5.811 3.332 0.492
H -1.678 5.405 -3.089
H -2.858 4.705 -1.868
H -1.478 -8.472 -0.993
H -2.955 -2.380 4.952
C -0.351 -6.690 -0.498
O -3.271 0.878 0.556
H -0.257 1.804 -5.614
O -1.079 4.375 0.114
O -3.242 2.816 1.989
H -0.602 5.978 -1.123
C -1.822 4.595 -2.297
C -2.329 -1.767 4.253
H 0.647 -0.192 -4.566
H 1.721 4.302 0.205
O -2.522 -7.037 0.096
H -1.399 -3.400 1.254
C -2.063 -5.883 0.655
H -3.223 -3.078 2.700
P 5.972 1.452 1.649
H -3.046 -1.307 2.140
H -1.229 -1.806 4.480
C -0.570 1.658 -4.536
C -0.117 0.992 1.608
C 1.203 3.392 0.597
F 0.390 -6.306 -1.564
O -0.747 -0.152 2.122
H 0.252 4.464 -1.596
C -0.934 2.101 1.101
C -0.682 -1.244 1.181
C 2.045 2.261 1.111
C -1.604 -7.391 -0.934
S 6.610 1.223 3.449
H -4.198 2.625 1.945
O 6.460 2.989 1.149
H 6.255 0.623 -0.341
C 1.408 1.024 1.617
H 1.489 1.153 -3.684
N -1.750 3.245 -2.906
O 4.227 -0.981 2.485
O -2.650 -5.262 1.481
B -2.527 1.905 1.183
H 0.269 -7.265 0.194
H -0.429 -2.834 2.679
H -2.593 3.175 -3.489
C -1.237 -2.533 1.943
H -1.290 -1.069 0.244
C -2.581 -2.148 2.725
H -2.626 -0.678 4.359
H 0.031 0.335 -2.886
H 0.408 3.109 -3.218
N 3.424 2.429 1.104
*
```

Properties
LUMO = -1.3938 eV
gap between HOMO and LUMO = 7.6 eV
E_tot = -74247.5570 eV

Entry 8:
Formula: C19H32N2O5
Source: OMol25
Level of theory: ωB97M-V/def2-TZVPD

```
! RIJCOSX wB97M-V def2-TZVPD def2/J DEFGRID3
* xyz 0 1
C 0.029 2.134 0.503
H 1.494 -0.744 -3.274
H 0.918 1.039 4.465
H -0.797 6.890 -2.060
O -1.696 3.812 0.410
C -1.539 1.727 -2.046
H 1.280 2.950 2.051
H 0.907 6.310 -0.333
H 2.479 1.605 3.873
H 2.642 -3.202 0.225
H -0.500 -3.498 2.522
H 2.400 -1.305 -1.186
H -0.746 6.018 0.292
C 1.720 0.834 3.760
O 0.871 0.422 -2.277
H 1.044 -2.019 1.525
C -0.001 5.716 -0.451
H 1.407 -4.076 -0.682
H -0.307 -5.346 0.104
H -2.562 -3.513 1.036
H 0.899 -4.477 2.081
C -0.865 -4.832 0.888
H -2.212 -2.442 -1.199
H -2.002 -0.086 -0.995
H 1.999 0.593 1.640
C -1.411 -3.001 -0.712
C -0.568 5.848 -1.856
C -0.540 3.523 0.228
C -0.476 -2.028 0.016
O 0.400 4.369 -0.179
C 1.645 -3.125 -0.204
H -0.287 2.356 2.622
O 1.591 -1.668 -3.644
N -0.985 1.104 0.344
N 0.322 -1.291 -0.949
H 0.153 5.492 -2.588
H -1.800 1.269 -2.997
C -1.993 -4.025 0.256
H 0.861 1.943 -0.179
C 1.544 -2.578 -2.693
H -1.275 -5.591 1.556
H 0.431 0.033 2.233
H -1.481 5.264 -1.946
O 1.500 -3.757 -2.919
H -1.047 -1.332 0.633
C 0.596 -2.750 0.845
C 0.057 -3.911 1.678
H -0.851 -3.523 -1.490
H 2.165 -0.125 4.015
C 1.563 -2.014 -1.250
C 1.185 0.814 2.334
H -1.862 1.482 0.700
C 0.087 -0.086 -1.470
H -2.674 -4.687 -0.280
C -1.183 0.641 -1.028
H -2.385 2.309 -1.687
H -0.692 2.388 -2.211
C 0.549 2.145 1.951
*
```

Properties
LUMO = 0.6431 eV
gap between HOMO and LUMO = 10.0 eV
energy relative to the best compared isomer or geometry (same formula, charge and spin) = 16.11 kcal per mole
E_tot = -33442.4878 eV

Entry 9:
Formula: C11H33N11O22
Source: OMol25
Level of theory: ωB97M-V/def2-TZVPD

```
! RIJCOSX wB97M-V def2-TZVPD def2/J DEFGRID3
* xyz -1 2
H -37.411 21.822 15.940
H -28.683 20.863 12.842
H -33.358 23.061 18.779
O -31.502 18.208 15.581
O -32.802 17.534 11.648
H -32.622 15.377 12.025
H -34.843 23.393 19.591
H -33.712 22.063 13.777
O -31.226 15.304 15.834
H -32.121 20.667 15.584
H -38.318 20.708 15.003
O -33.720 19.228 19.979
O -27.755 17.772 11.487
O -31.235 19.890 13.039
O -36.114 19.479 16.826
N -28.765 17.200 11.838
O -36.419 22.348 13.150
H -30.649 14.187 18.278
H -29.312 24.778 15.401
C -34.194 22.979 13.436
H -34.474 21.685 19.009
H -31.003 12.590 17.573
N -35.432 22.834 12.594
H -29.350 17.231 13.839
C -31.895 16.824 20.801
H -31.459 16.042 20.180
N -34.897 23.213 17.488
O -35.650 19.860 20.628
O -32.428 16.244 23.048
H -36.223 18.302 18.737
N -33.417 17.105 12.642
O -29.748 17.148 11.086
N -31.568 16.721 22.268
H -33.254 20.484 17.079
O -30.375 16.911 22.476
O -31.364 21.951 12.539
O -31.578 23.204 16.133
H -38.297 20.608 16.872
N -34.895 19.032 20.138
C -35.492 17.873 19.421
H -36.122 17.311 20.111
C -30.050 24.263 14.787
O -34.087 17.739 13.483
H -29.667 23.267 14.568
O -34.821 22.460 16.526
H -29.407 19.854 11.504
H -27.725 16.479 13.466
O -32.206 25.071 15.147
H -33.470 23.474 12.789
O -35.497 23.332 11.510
C -29.408 20.809 12.030
C -31.223 13.656 17.518
C -33.206 15.664 12.899
H -32.985 16.824 20.794
H -29.383 21.664 11.355
C -37.765 20.791 15.939
N -31.056 14.121 16.090
H -31.571 17.742 20.310
O -32.139 18.366 17.678
N -31.384 24.196 15.449
C -34.404 22.757 18.823
H -32.643 15.614 13.831
C -28.776 16.569 13.191
H -33.556 19.717 15.496
H -34.724 17.287 18.916
H -32.302 13.662 17.668
O -30.704 13.234 15.339
N -32.087 18.775 16.505
O -35.547 24.214 17.436
H -34.318 23.652 14.284
N -30.744 20.927 12.594
O -36.104 19.818 14.659
C -32.788 20.056 16.192
H -30.247 24.765 13.839
H -29.299 15.615 13.121
H -34.158 15.140 12.815
N -36.558 19.975 15.817
*
```

Properties
LUMO (spin up / spin down) = 1.2590 / 1.2595 eV
gap between HOMO and LUMO (spin up / spin down) = 2.1 / 6.0 eV
energy relative to the best compared isomer or geometry (same formula, charge and spin) = 19.43 kcal per mole
expectation value of S² = 0.75
E_tot = -73346.4782 eV